Record 1
Below is 11 unconnected molecules or ions with the total composition C37H52N18O13 at a distorted geometry, with properties calculated with wB97M-V/def2-TZVPD.

CARTESIAN COORDINATES (ANGSTROEM)
C -10.2405 -2.4032 -4.1907
C -10.7164 -1.1172 -4.4363
C -10.0146 -0.0071 -3.9732
C -8.8752 -0.1896 -3.1918
C -8.3805 -1.4678 -3.0324
C -9.0252 -2.6058 -3.5533
C -7.1769 -1.7127 -2.2142
O -6.8223 -2.8162 -1.8496
C -6.5058 -0.5243 -1.5862
C -5.3881 -0.6785 -0.7878
C -4.7201 0.4149 -0.2781
C -5.1444 1.7043 -0.5507
C -6.3073 1.8870 -1.2734
C -6.9757 0.7854 -1.8296
C -8.2293 1.0233 -2.5967
O -8.6279 2.1516 -2.7798
H -10.8383 -3.2755 -4.4246
H -11.5270 -0.9812 -5.1397
H -10.3149 1.0103 -4.1846
H -8.6350 -3.5248 -3.1381
H -4.9874 -1.6703 -0.6233
H -3.7236 0.2634 0.1238
H -4.7821 2.5717 -0.0157
H -6.6579 2.8674 -1.5664
C 2.5541 -2.1541 1.3792
C 2.2589 -3.4625 1.0270
C 3.1899 -4.4816 0.9663
C 4.4947 -4.1851 1.3631
C 4.7915 -2.8985 1.8614
C 3.8407 -1.8617 1.8074
C 6.0479 -2.6445 2.5931
O 6.2800 -1.5671 3.1030
C 7.0515 -3.7393 2.6207
C 8.2926 -3.5490 3.2466
C 9.2657 -4.5001 3.1278
C 9.0653 -5.6368 2.3368
C 7.8282 -5.9077 1.7731
C 6.8150 -4.9426 1.9646
C 5.5604 -5.2091 1.1996
O 5.3583 -6.1974 0.5290
H 1.8154 -1.3676 1.4445
H 1.2126 -3.6351 0.7925
H 2.9758 -5.4742 0.5980
H 4.0727 -0.8594 2.1393
H 8.4712 -2.5967 3.7276
H 10.2757 -4.2288 3.4116
H 9.8542 -6.3768 2.2812
H 7.5655 -6.8599 1.3390
C 0.2938 4.6631 -2.1418
O 0.6590 4.0609 -3.1361
N 1.1973 5.1393 -1.2043
N -0.9762 4.7947 -1.6883
H 2.1621 5.3511 -1.3412
H 0.8114 5.4830 -0.3423
H -1.6973 4.3695 -2.2455
H -1.1598 4.9761 -0.7134
C 2.0490 0.8140 4.8914
O 3.1891 1.0204 5.3266
N 1.1200 0.1120 5.5777
N 1.7019 1.1719 3.6205
H 1.4012 -0.3581 6.4174
H 0.2594 -0.1492 5.1349
H 0.7559 0.9842 3.3387
H 2.3373 1.7362 3.0657
C -0.1223 1.1021 -0.0892
O -1.2190 0.6943 -0.4802
N 0.0943 2.2956 0.5574
N 1.0347 0.4250 -0.2774
H 0.9940 2.4086 1.0013
H -0.6801 2.9223 0.6983
H 1.9159 0.7785 0.0501
H 1.0384 -0.4813 -0.7387
C 3.5055 3.6027 1.5685
O 2.8189 2.5763 1.5194
N 4.2843 3.9251 2.6139
N 3.7100 4.3575 0.4385
H 4.9326 4.6873 2.5371
H 4.2668 3.4753 3.5149
H 3.2959 3.9488 -0.3815
H 4.2599 5.1928 0.4458
C 0.9541 -0.6538 -5.1262
O 1.0834 -0.0638 -6.1927
N 1.3126 -1.9523 -4.9400
N 0.5306 -0.0658 -3.9641
H 1.2276 -2.3832 -4.0352
H 1.5344 -2.5254 -5.7322
H 0.1801 -0.6068 -3.1793
H 0.4867 0.9360 -3.8970
C -0.9771 3.7315 4.5726
O -2.1896 3.5264 4.4677
N -0.3107 4.3669 3.5789
N -0.2346 3.3909 5.6680
H 0.6575 4.5700 3.7615
H -0.7249 4.6578 2.7076
H -0.7173 3.3147 6.5476
H 0.6581 3.8454 5.7711
C -2.8586 5.6194 1.2849
O -1.8279 4.9381 1.1730
N -4.0476 5.1537 1.7403
N -2.8740 6.9093 0.8757
H -4.8791 5.6911 1.5942
H -4.0656 4.2579 2.1963
H -3.7184 7.3920 0.6195
H -2.0625 7.3061 0.4356
C 3.0156 -4.3922 -2.6843
O 1.9021 -4.9092 -2.5570
N 3.3514 -3.2057 -2.0870
N 3.8630 -4.7681 -3.6787
H 4.1756 -2.6693 -2.2679
H 2.6381 -2.8634 -1.4632
H 3.5649 -5.6209 -4.1196
H 4.6412 -4.1923 -3.9258
C -0.4321 -2.5242 -1.7562
O 0.6316 -1.8730 -1.8217
N -0.4950 -3.8568 -2.0218
N -1.6379 -1.9153 -1.6069
H 0.4269 -4.3151 -2.1907
H -1.2841 -4.3755 -1.6859
H -1.5578 -0.9280 -1.3600
H -2.4963 -2.3967 -1.7792

* structure (SMILES): O=C1c2ccccc2C(=O)c2ccccc21.O=C1c2ccccc2C(=O)c2ccccc21.NC(N)=O.NC(N)=O.NC(N)=O.NC(N)=O.NC(N)=O.NC(N)=O.NC(N)=O.NC(N)=O.NC(N)=O
* M: 956.936 g/mol
* lowest unoccupied orbital energy: -0.93 eV
* DFT total energy: -3405.29299 hartree
* HOMO energy: -8.5083 eV
* charge: 0

Mulliken atomic charge list, values in e, 5 entries:
1. C -0.361
2. C -0.576
3. C -0.620
4. C 0.143
5. C 0.448

Record 2
Below is a single C37H52N8O10 molecule at a distorted geometry, with properties calculated with wB97M-V/def2-TZVPD.

CARTESIAN COORDINATES (ANGSTROEM)
C -10.2304 -1.0385 1.5982
H -10.0899 -0.8924 2.6704
H -10.0470 -0.0927 1.0856
H -11.2326 -1.4012 1.3877
O -9.3393 -2.0413 1.1169
C -8.0411 -1.7939 1.2623
O -7.5830 -0.7951 1.7439
C -7.2195 -2.9754 0.7532
N -5.8390 -2.5998 0.5986
C -5.3341 -1.4870 0.0279
C -3.9600 -1.6303 0.1404
N -3.7320 -2.8137 0.7604
N -4.8435 -3.3758 1.0288
C -2.8830 -0.7607 -0.2980
C -1.5666 -1.1913 -0.1644
C -0.5181 -0.3903 -0.5999
C -0.7924 0.8547 -1.1624
C -2.1015 1.3013 -1.2703
C -3.1468 0.4886 -0.8535
H -4.1609 0.8392 -0.9645
C -2.4206 2.6041 -1.9336
O -3.1279 2.6467 -2.9251
N -1.8915 3.7203 -1.3792
C -1.1123 3.8027 -0.1673
C 0.2774 4.3748 -0.4847
N 0.1326 5.6413 -1.1639
C 0.4231 6.8507 -0.6159
O 0.1702 7.8975 -1.1681
O 1.0368 6.7133 0.5720
C 1.5139 7.8785 1.2869
C 0.3455 8.7924 1.6555
H -0.1151 9.1904 0.7558
H -0.4013 8.2364 2.2188
H 0.7044 9.6171 2.2647
C 2.1567 7.2969 2.5474
H 2.9630 6.6204 2.2765
H 1.4190 6.7423 3.1217
H 2.5563 8.0972 3.1627
C 2.5539 8.6253 0.4529
H 2.0944 9.0265 -0.4460
H 2.9698 9.4435 1.0339
H 3.3572 7.9497 0.1666
C -0.6677 5.5730 -2.3675
C -2.0493 4.9996 -2.0403
H -2.6311 4.8388 -2.9489
H -2.5870 5.6887 -1.3792
H -0.7542 6.5811 -2.7739
H -0.1619 4.9263 -3.0921
H 0.8181 3.6851 -1.1422
H 0.8492 4.5169 0.4302
H -1.6230 4.4818 0.5282
H -1.0244 2.8222 0.2985
H 0.0339 1.4486 -1.5202
C 0.8637 -0.8172 -0.4771
C 1.3997 -2.0266 -0.0678
N 2.7346 -1.8493 -0.1534
N 3.0023 -0.6197 -0.5801
N 1.9055 0.0006 -0.7735
C 3.7846 -2.7829 0.1279
H 4.7232 -2.2801 -0.1331
C 3.6874 -4.0370 -0.7579
O 4.3142 -5.0362 -0.5252
O 2.8630 -3.8271 -1.7641
C 2.6023 -4.8401 -2.7777
C 1.9838 -6.0763 -2.1289
H 2.6890 -6.5407 -1.4448
H 1.0848 -5.8033 -1.5801
H 1.7176 -6.7945 -2.8989
C 3.8972 -5.1849 -3.5088
H 3.6818 -5.8652 -4.3277
H 4.6013 -5.6612 -2.8319
H 4.3506 -4.2818 -3.9117
C 1.6070 -4.1621 -3.7177
H 0.7086 -3.8818 -3.1738
H 2.0462 -3.2621 -4.1397
H 1.3372 -4.8375 -4.5237
C 3.8269 -3.1769 1.6103
H 4.5626 -3.9741 1.7187
C 4.1750 -2.0024 2.5215
C 5.6382 -1.5811 2.5225
O 6.1111 -0.9063 3.3998
O 6.2791 -2.0366 1.4566
C 7.6830 -1.7491 1.2176
C 7.8942 -0.2418 1.0921
H 7.2222 0.1692 0.3414
H 7.6995 0.2484 2.0420
H 8.9196 -0.0415 0.7950
C 7.9761 -2.4504 -0.1093
H 7.3939 -2.0002 -0.9095
H 7.7123 -3.5027 -0.0397
H 9.0310 -2.3636 -0.3507
C 8.5339 -2.3387 2.3404
H 9.5864 -2.1853 2.1201
H 8.3445 -3.4061 2.4320
H 8.2985 -1.8563 3.2851
H 3.5971 -1.1172 2.2397
H 3.9158 -2.2365 3.5554
H 2.8512 -3.5741 1.8997
H 0.9547 -2.9460 0.2458
H -1.3857 -2.1577 0.2785
H -5.9497 -0.7210 -0.3895
H -7.6294 -3.3086 -0.2092
C -7.3352 -4.1466 1.7639
O -6.7462 -5.3138 1.2928
H -5.7890 -5.1538 1.2282
H -8.3946 -4.3665 1.9158
H -6.8897 -3.8251 2.7154

* M: 768.869 g/mol
* lowest unoccupied orbital energy: 0.51 eV
* DFT total energy: -2631.64334 hartree
* HOMO energy: -8.5332 eV
* charge: 0

Mulliken atomic charge list, values in e, 5 entries:
1. C -0.665
2. H 0.305
3. H 0.297
4. H 0.236
5. O -0.315